A:
C3H10NO | the ωB97M-V functional and the def2-TZVPD basis

```
15
C3H10NO | OMol25 | the ωB97M-V functional and the def2-TZVPD basis
C -4.39 1.45 -0.38
C -4.46 0.29 0.44
C -4.53 -1.04 -1.42
N -5.02 -0.11 -0.85
H -3.27 2.14 2.05
H -3.26 2.72 -0.99
H -3.42 2.13 -1.41
H -3.37 1.89 1.26
H -3.63 -1.84 1.73
H 25.36 -0.17 -0.01
H -3.23 -2.18 -2.20
H 24.70 -0.03 0.21
H -3.75 -0.79 -0.03
H -3.41 -1.59 1.10
O -4.33 -2.87 0.50
```

Output
Frontier orbital gap (eV): 5.96
Total charge: +1
HOMO level (eV): -14.8

B:
C3H10NO | the ωB97M-V functional and the def2-TZVPD basis

```
15
C3H10NO | OMol25 | the ωB97M-V functional and the def2-TZVPD basis
N 1.76 -0.34 0.48
C 0.30 -0.46 0.91
C -0.53 0.59 0.28
C -1.48 -0.05 -0.80
O -1.42 0.70 -2.00
H 2.20 -0.16 1.36
H 1.95 0.57 -0.17
H 2.19 -1.20 -0.06
H -0.09 -1.56 0.78
H 0.37 -0.40 2.08
H -1.06 1.26 1.05
H 0.19 1.23 -0.31
H -1.35 -1.08 -0.96
H -2.49 0.11 -0.39
H -0.53 0.81 -2.24
```

Output
Frontier orbital gap (eV): 10.20
Total charge: +1
HOMO level (eV): -14.4
SMILES: [NH3+]CCCO

Most stable one: B, least stable one: A.

A:
C3H10NO | the ωB97M-V functional and the def2-TZVPD basis

```
15
C3H10NO | OMol25 | the ωB97M-V functional and the def2-TZVPD basis
C -0.18 -2.25 -1.58
C -0.46 1.18 0.26
C 0.37 2.20 1.06
O 0.05 1.93 2.77
N 0.62 -1.60 -0.59
H -0.94 -1.64 -2.11
H 0.42 -2.71 -2.26
H -1.06 1.47 -0.68
H -0.98 0.43 0.85
H 1.28 2.63 0.95
H -0.32 3.27 0.90
H -0.54 1.27 2.35
H -0.63 -3.05 -1.06
H 1.32 -0.96 -1.09
H 1.04 -2.14 0.23
```

Output
Frontier orbital gap (eV): 6.09
Total charge: +1
HOMO level (eV): -14.0

B:
C3H10NO | the ωB97M-V functional and the def2-TZVPD basis

```
15
C3H10NO | OMol25 | the ωB97M-V functional and the def2-TZVPD basis
C 1.29 0.69 -2.05
N -0.02 -0.08 -1.39
H 1.74 1.43 -1.26
H 1.97 -0.09 -2.21
H 0.89 1.25 -2.97
H 0.04 -1.18 -1.10
H -0.79 0.03 -2.07
H -0.29 0.33 -0.50
C 0.14 0.19 2.13
C -0.85 -0.71 2.15
O -1.71 -0.67 1.14
H 1.12 0.31 2.65
H 0.15 0.91 1.30
H -1.02 -1.56 2.88
H -2.65 -0.84 1.29
```

Output
Frontier orbital gap (eV): 9.36
Total charge: +1
HOMO level (eV): -13.0

Most stable one: B, least stable one: A.

A:
C3H10NO | the ωB97M-V functional and the def2-TZVPD basis

```
15
C3H10NO | OMol25 | the ωB97M-V functional and the def2-TZVPD basis
C -1.98 0.42 -0.85
C -1.10 0.46 0.35
C -1.38 1.04 1.50
N 0.31 -0.05 0.18
H -1.73 -0.43 -1.48
H -3.02 0.34 -0.56
H -1.97 1.35 -1.43
H -0.96 0.92 2.49
H -2.20 1.75 1.48
H 0.54 -0.15 -0.81
H 0.48 -0.98 0.58
H 0.91 0.60 0.68
H 4.56 -1.27 -1.05
H 3.85 -2.45 -0.35
O 3.70 -1.57 -0.72
```

Output
Frontier orbital gap (eV): 11.07
Total charge: +1
HOMO level (eV): -14.7

B:
C3H10NO | the ωB97M-V functional and the def2-TZVPD basis

```
15
C3H10NO | OMol25 | the ωB97M-V functional and the def2-TZVPD basis
C -0.61 -0.23 2.74
C -0.49 0.25 1.33
C 0.49 -0.22 0.57
N 0.72 0.26 -0.81
H -1.61 -0.05 3.13
H -0.37 -1.27 2.94
H 0.12 0.31 3.34
H -1.16 0.96 0.87
H 1.27 -0.88 0.92
H 1.70 0.07 -1.06
H 0.07 -0.16 -1.50
H 0.59 1.26 -0.95
H -0.22 0.52 -4.31
H -0.31 -0.87 -3.73
O -0.18 0.05 -3.48
```

Output
Frontier orbital gap (eV): 11.16
Total charge: +1
HOMO level (eV): -14.5

Most stable one: B, least stable one: A.

A:
C4H9N2O | the ωB97M-V functional and the def2-TZVPD basis

```
16
C4H9N2O | OMol25 | the ωB97M-V functional and the def2-TZVPD basis
C -0.74 -0.55 -1.03
N 0.36 -0.20 -0.20
C 0.07 -0.34 1.26
N 0.81 0.75 1.84
C 1.18 1.76 1.07
O 1.69 2.80 1.31
C 0.83 1.17 -0.45
H -1.65 0.18 -0.98
H -0.38 -0.79 -1.99
H -1.23 -1.45 -0.44
H 1.23 -0.68 -0.53
H 0.28 -1.32 1.62
H -1.02 -0.12 1.22
H 0.99 0.81 2.86
H 0.02 1.93 -0.62
H 1.71 1.34 -0.93
```

Output
Frontier orbital gap (eV): 10.80
Total charge: +1
HOMO level (eV): -14.4
SMILES: C[N@@H+]1CNC(=O)C1

B:
C4H9N2O | the ωB97M-V functional and the def2-TZVPD basis

```
16
C4H9N2O | OMol25 | the ωB97M-V functional and the def2-TZVPD basis
C -0.15 -0.44 -0.92
C -0.14 -0.33 0.44
C -0.31 0.76 1.23
N 0.12 0.54 2.54
C 0.45 -0.85 2.54
N 0.46 -1.25 1.26
H -1.07 0.21 -1.37
H 0.02 -1.57 -1.25
H 0.78 -0.12 -1.43
H -0.85 1.64 0.84
H -0.15 1.16 3.28
H 1.12 -1.26 3.31
H 0.63 -2.26 0.81
H -0.52 1.93 -3.99
H -0.31 0.53 -3.93
O -0.08 1.31 -3.39
```

Output
Frontier orbital gap (eV): 9.72
Total charge: +1
HOMO level (eV): -13.7

Most stable one: B, least stable one: A.

A:
C4H14O3 | the ωB97M-V functional and the def2-TZVPD basis

```
21
C4H14O3 | OMol25 | the ωB97M-V functional and the def2-TZVPD basis
C -0.05 -0.51 2.59
C 0.05 -0.13 1.11
C -0.01 1.39 0.89
C 0.11 1.70 -0.58
O 0.12 3.12 -0.74
H -1.00 -0.17 3.00
H 0.01 -1.59 2.73
H 0.80 -0.19 3.19
H -0.75 -0.59 0.53
H 1.04 -0.48 0.81
H 0.82 1.81 1.46
H -0.96 1.81 1.23
H 1.04 1.30 -1.00
H -0.67 1.26 -1.20
H 0.04 3.34 -1.66
O -0.35 -1.21 -2.47
H 0.07 -1.88 -1.92
H -0.55 -1.64 -3.32
O 0.08 -3.20 -0.21
H 0.51 -3.80 -0.86
H 0.01 -3.74 0.58
```

Output
Frontier orbital gap (eV): 10.07
Total charge: 0
HOMO level (eV): -9.7
SMILES: CCCCO.O.O

B:
C4H14O3 | the ωB97M-V functional and the def2-TZVPD basis

```
21
C4H14O3 | OMol25 | the ωB97M-V functional and the def2-TZVPD basis
C 1.00 -0.36 -0.98
C 1.36 -0.18 0.55
C 1.35 1.29 0.99
C 1.75 1.49 2.43
O 0.00 1.80 0.86
H 0.28 -1.16 -1.05
H 1.94 -0.60 -1.51
H 0.63 0.53 -1.44
H 0.66 -0.73 1.22
H 2.36 -0.56 0.69
H 2.06 1.79 0.32
H 1.61 2.52 2.81
H 1.02 1.02 3.10
H 2.78 1.13 2.40
H -0.10 2.57 0.29
O -3.11 -0.36 -0.61
H -2.66 -1.21 -0.77
H -3.75 -0.50 -1.33
O -3.13 -2.63 -2.35
H -2.27 -3.01 -2.60
H -3.77 -2.85 -3.03
```

Output
Frontier orbital gap (eV): 10.33
Total charge: 0
HOMO level (eV): -9.9
SMILES: CC[C@H](C)O.O.O

Most stable one: A, least stable one: B.

A:
C4H14O3 | the ωB97M-V functional and the def2-TZVPD basis

```
21
C4H14O3 | OMol25 | the ωB97M-V functional and the def2-TZVPD basis
C -2.37 -0.34 -0.58
C -1.33 0.50 -0.46
C -0.36 0.62 -1.61
C -1.15 1.39 0.74
H -3.11 -0.44 0.20
H -2.51 -0.85 -1.53
H -0.61 1.46 -2.27
H -0.36 -0.28 -2.24
H 0.67 0.74 -1.27
H -2.02 2.05 0.83
H -0.27 2.01 0.55
H -1.13 0.80 1.66
O 0.11 -1.95 1.08
H 0.55 -2.49 0.42
H -0.69 -1.58 0.68
O 1.87 0.54 1.60
H 1.50 -0.33 1.47
H 2.10 0.57 2.54
O 3.35 -0.94 -0.66
H 3.09 -0.53 0.17
H 2.67 -0.95 -1.32
```

Output
Frontier orbital gap (eV): 10.16
Total charge: 0
HOMO level (eV): -9.6
SMILES: C=C(C)C.O.O.O

B:
C4H14O3 | the ωB97M-V functional and the def2-TZVPD basis

```
21
C4H14O3 | OMol25 | the ωB97M-V functional and the def2-TZVPD basis
C 0.44 1.69 -1.15
C -0.41 0.96 -0.19
C -1.76 0.86 -0.23
C -2.59 0.01 0.68
H 0.93 2.61 -0.71
H 1.34 1.16 -1.45
H -0.12 2.08 -2.00
H 0.14 0.32 0.53
H -2.27 1.48 -1.03
H -3.48 -0.29 0.21
H -1.99 -0.87 1.06
H -2.91 0.68 1.64
H -0.42 -2.92 0.87
H 2.14 1.43 1.28
O -0.52 -2.02 0.59
H 2.60 0.09 0.97
H 3.00 -1.29 1.61
O 2.96 -0.99 0.70
H 1.77 -1.49 -1.09
H 0.25 -1.78 -0.77
O 0.91 -1.72 -1.54
```

Output
Frontier orbital gap (eV): 3.57
Total charge: 0
HOMO level (eV): -8.8

Most stable one: A, least stable one: B.